# 1
The following is a quantum chemistry calculation of a molecular structure, C15H44CuO9S7 in a non-equilibrium geometry, from the OMol25 dataset.

```
76
Properties=species:S:1:pos:R:3:forces:R:3
S 2.51834 -2.56806 -1.06202 0.593 -0.110 -0.890
H 5.02662 3.11617 -1.56693 -0.447 -0.260 -0.587
H -1.30745 -4.42437 0.49975 -0.049 0.225 0.464
H -1.04181 3.08295 -3.95798 -0.120 -0.419 -0.084
H -0.44002 4.64038 0.45539 0.280 0.257 -0.233
H -3.08170 0.20977 -2.16823 0.336 -0.193 -0.121
H 2.24979 4.31184 3.17122 0.360 0.064 -0.353
C 0.27249 4.78080 1.27283 -0.819 -1.138 -0.327
H 1.50113 -0.78708 5.51152 0.196 -0.352 -0.225
H 1.27885 2.90488 3.38666 -0.236 -0.203 -0.410
C -3.76323 0.17457 1.51972 0.063 -0.013 -0.278
H -3.83599 0.84566 0.66357 -0.089 0.099 0.080
H 4.29026 -0.18839 -2.58344 0.134 0.329 0.513
C -2.64555 2.31312 2.70791 -0.154 0.551 -0.546
H -2.76994 -4.76959 -0.30986 -0.314 0.330 -0.144
H 4.21481 2.99999 -0.09598 -0.491 -0.366 0.046
H -6.32181 -2.22879 -1.46413 0.307 -0.418 0.135
C -2.27490 -3.98041 0.25587 0.723 -0.347 -0.796
H -4.61551 0.27873 2.18862 0.008 0.000 0.016
H -2.33092 1.46822 -1.20478 -0.428 0.348 -0.074
S 1.69216 -0.94815 3.07115 0.039 -0.968 0.568
H 2.92309 2.67377 2.78406 0.107 0.090 -0.115
H 3.48405 -2.15711 2.11039 0.033 0.243 -0.125
H -3.63169 -2.53203 -2.97599 -0.106 0.388 -0.016
O -1.06854 -1.66550 -0.04043 -1.202 -1.073 -0.770
C -4.16303 -2.52305 -2.02639 -0.584 -1.207 0.220
S 2.98437 1.69134 -1.72053 1.163 -0.047 0.233
O -3.31946 -1.91982 -1.00789 1.366 -0.205 0.146
S -0.90422 0.95164 -2.87191 -0.053 -0.144 -0.765
Cu 0.58781 0.08967 0.23494 0.704 0.694 0.034
H -2.85886 -3.66507 1.11185 0.160 0.125 0.089
O 1.59074 -1.65903 -0.32205 -0.404 -0.995 0.355
H -5.83213 -1.64848 -3.04761 -0.059 0.023 0.040
H 0.53663 2.83000 -3.28175 0.107 -0.383 0.193
H 1.85204 -1.93130 -3.31433 0.381 0.016 -0.011
H -0.31590 4.51717 2.15171 0.282 0.394 0.317
H 5.23852 1.67521 -0.63717 -0.468 -0.531 -0.119
C 3.34483 -1.68208 3.07812 -0.011 -0.168 0.473
O -1.40352 -3.09486 -2.08320 0.036 0.249 0.500
H -2.12338 2.74035 3.56057 -0.023 -0.407 0.210
S 1.48911 3.46672 1.01641 -0.185 -1.083 0.462
O -1.15287 0.55155 1.35794 -1.070 0.037 0.788
H -3.20014 1.83135 -2.79765 0.348 0.322 -0.022
H -2.36542 2.92813 1.84747 0.266 -0.486 -0.224
C 1.71227 -0.12379 4.67504 0.129 0.625 -0.027
H 2.44950 -3.66076 -3.17473 0.221 0.237 -0.230
H 4.12557 -0.95987 3.31544 -0.149 0.247 -0.344
H 0.69605 5.77808 1.25051 0.140 -0.014 0.211
H -3.69105 -0.83993 1.13589 0.041 -0.036 0.159
C 3.77818 0.68640 -2.98795 -0.236 -0.583 -0.708
H 4.44499 1.21682 -3.66736 -0.026 0.334 0.266
H 3.42826 -2.46404 3.83731 -0.401 0.024 0.036
C 2.05610 3.32551 2.74644 -0.366 0.183 0.074
H 0.92577 0.63177 4.68482 -0.117 -0.126 -0.306
H -3.72124 2.47580 2.78552 0.019 -0.323 0.437
H -0.85093 3.27419 -2.24712 0.190 -0.290 0.227
O 1.73834 0.14834 2.03992 -0.261 0.212 -0.689
C 1.86382 -2.85421 -2.74283 -0.668 -0.030 0.789
S -2.25635 0.55757 2.40384 0.747 0.497 -0.579
H 2.82797 -4.46649 0.38799 -0.373 0.161 0.264
C -5.49514 -1.79839 -2.02250 0.313 0.929 -0.300
H 2.68120 -4.95538 -1.26605 0.063 0.225 -0.158
C -0.52096 2.66362 -3.09128 -0.349 1.315 -0.289
S -1.85463 -2.60608 -0.81025 -0.914 0.344 0.647
H 0.82690 -3.18526 -2.65187 0.058 -0.006 0.075
O 2.50177 0.69281 -0.71830 0.319 0.015 0.010
O 0.70012 2.19038 0.73338 0.210 2.226 0.208
C -2.55711 1.16121 -2.23221 -0.150 -0.289 0.739
H 2.65647 0.40373 4.81683 0.063 -0.162 0.011
H 1.19152 -4.47783 -0.46670 0.021 0.024 0.334
H 2.98384 0.26045 -3.60853 -0.158 0.270 0.085
C 4.47746 2.38609 -0.96037 0.764 0.956 0.175
H -5.30483 -0.81451 -1.58173 -0.219 0.080 -0.199
O -0.06461 0.50785 -1.71806 0.266 -0.461 0.688
C 2.26080 -4.27903 -0.52030 0.033 0.082 -0.249
H -4.31770 -3.57586 -1.76226 0.113 0.068 -0.005
```
Forces are in eV/Å.

The value obtained for the gap between HOMO and LUMO (spin up / spin down) is 10.1 / 7.7 eV. As for the spin multiplicity: 2. As for the total charge: +2. The energy above the lowest of the compared OMol25 structures with the same formula, charge and spin comes out at 6.1 kcal/mol. The value obtained for the HOMO energy (spin up / spin down) is -13.8 / -13.8 eV.

---

# 2
The following is a quantum chemistry calculation of 7 unconnected molecules or ions with the total composition C15H44O7 in a non-equilibrium geometry, from the OMol25 dataset.

```
66
Properties=species:S:1:pos:R:3:forces:R:3
H -5.16267 1.05100 4.02358 0.104 0.097 -0.378
H -0.88531 2.39312 -4.25763 -0.859 0.721 0.504
H -3.51260 2.19966 -5.75472 0.305 -0.090 0.027
H 1.02235 -1.45410 -1.21236 -0.192 -0.206 0.612
H 7.27815 -1.98984 1.46595 -0.580 -0.039 0.043
C -0.39213 -0.51759 0.30775 -1.539 -2.249 -1.657
C 2.91860 4.49793 -0.77433 -0.432 -2.299 -0.911
O -2.49065 -3.99957 0.25997 -0.656 -0.089 -0.097
H 0.22372 -4.73321 2.06787 0.084 0.214 0.185
H 1.55825 -0.07955 -0.12624 0.668 0.101 -0.729
O -5.17536 -1.64710 4.54399 0.158 -0.315 -0.048
H 5.35440 -0.07556 1.52275 -0.007 0.472 -0.540
C -5.44031 -0.98916 3.30706 -0.161 0.300 -0.052
H -6.66482 0.34319 4.50102 0.032 -0.364 0.121
C -5.95497 0.38848 3.67509 -0.621 0.006 0.128
O 7.00711 -1.17434 1.03805 0.520 1.124 -0.513
H 4.50309 5.48175 0.28936 0.158 -0.037 -0.105
H -1.08013 -1.06198 2.27434 -0.058 -0.030 -0.136
H -4.36248 -0.31499 1.53926 0.012 -0.180 -0.100
H 5.60764 -1.84885 -0.97467 0.146 0.297 -0.387
H -0.72196 0.49716 0.53045 0.308 0.226 -0.028
H 3.30638 4.68629 1.26271 0.014 0.098 0.224
H 5.57812 -0.00491 -1.02976 0.342 -0.310 -0.059
H 1.66198 2.88223 -0.08420 -0.386 0.064 0.032
H -0.82030 0.91002 -4.82460 -0.228 -0.995 0.148
H -3.43367 -0.48723 3.03865 0.320 -0.015 -0.178
C 3.88860 4.58331 0.34702 0.062 -0.441 1.493
H -6.22084 -1.54515 2.78767 -0.266 0.020 -0.082
H 0.35280 0.15211 -1.45772 0.712 0.207 -0.275
H -4.78350 1.42021 -4.87740 -0.059 -0.133 0.162
H -1.94721 -4.63778 0.72214 0.203 -0.138 0.104
H -1.58768 -0.88409 -1.26679 -0.133 0.169 -0.265
H 3.89861 -2.23985 1.60298 -0.219 0.265 -0.028
C 0.75097 -0.52833 -0.70502 -0.376 1.198 1.172
H -3.20419 1.83817 -3.09167 -0.172 0.468 -0.188
O 3.54340 4.76156 -2.01358 -0.029 0.611 -0.146
C 2.25191 3.09420 -0.97592 -0.377 0.168 0.839
C -4.20090 -0.94482 2.41408 -0.299 0.106 0.811
H 0.01052 -6.11600 1.48968 0.036 -0.292 -0.070
H 4.48724 3.68937 0.52196 0.314 0.078 -0.454
O -1.48529 -1.21151 -0.37019 -0.364 0.317 0.437
C 5.58176 -0.96348 0.93285 0.797 -1.622 1.716
H -6.55238 0.79827 2.86068 0.462 0.352 -0.223
H 1.60000 3.03422 -1.84742 -0.170 0.610 0.048
C -0.29212 -1.31674 1.56566 1.083 -0.104 1.100
H 0.66270 -1.14554 2.06275 0.109 0.291 0.187
C -2.84581 1.15956 -3.86570 1.988 1.239 -0.406
H -0.30847 -2.39509 1.40749 -0.203 0.054 -0.398
H -3.90470 -1.95723 2.13947 0.128 0.117 -0.225
H -5.24839 -2.58811 4.36860 0.176 -0.141 0.184
H 4.25629 5.37805 -1.83102 0.093 0.159 -0.264
H -0.69419 1.14323 -3.06876 -0.498 -0.219 0.055
H -3.84216 -0.21182 -3.05950 -0.130 -0.584 0.231
H 2.84045 2.18343 -1.08646 1.011 0.487 0.057
H 5.12890 -2.19076 2.82670 0.431 0.603 -0.098
H -3.66171 0.40586 -5.77699 0.188 0.103 -0.076
C -1.25797 1.41240 -3.96195 -0.794 0.184 -1.460
H 5.36632 -3.05686 1.31350 0.168 -0.222 0.019
O -2.91627 -0.12593 -3.29818 -0.509 -0.543 -0.117
H -1.94959 -3.21120 0.21539 0.080 0.492 -0.243
H 4.13807 -0.92899 -0.66567 -0.139 0.007 -0.032
H 2.11514 5.17094 -0.47495 -0.271 0.466 -0.813
C 5.22242 -0.91945 -0.55522 -0.622 -0.161 1.182
C -3.73959 1.30803 -5.17027 0.856 -0.154 1.209
O -0.34956 -5.22913 1.48338 0.149 -0.123 0.063
C 4.97396 -2.13793 1.74906 -0.872 -0.394 -1.311
```
Forces are in eV/Å.

The value obtained for the gap between HOMO and LUMO is 10.3 eV. As for the total charge: 0. The energy above the lowest of the compared OMol25 structures with the same formula, charge and spin comes out at 56.2 kcal/mol. The value obtained for the HOMO energy is -10.0 eV.

---

# 3
The following is a quantum chemistry calculation of 9 unconnected molecules or ions with the total composition C15H45N2O8 in a non-equilibrium geometry, from the OMol25 dataset.

```
70
Properties=species:S:1:pos:R:3:forces:R:3
H -1.12195 0.56169 1.16232 -0.322 -0.548 -1.879
C 3.39637 0.22912 -0.56973 -6.412 0.933 -1.610
H 3.33554 5.42496 -2.48184 0.077 0.221 0.090
H 1.86228 5.81247 -0.76509 -0.215 0.044 0.079
C -6.31084 -0.98916 2.37105 -0.174 0.170 -0.014
H -2.10673 -3.30946 1.76287 -0.272 -0.067 0.028
H -7.35084 -0.97951 2.03690 -0.027 0.079 0.188
C -0.70811 0.46665 -2.51146 -0.327 1.436 -0.445
C 2.09184 0.16172 -1.39412 2.519 0.891 3.036
C 1.55134 1.25003 0.64245 2.194 -1.782 -3.261
C -0.41992 0.96246 -1.01417 -1.938 0.255 -0.265
H -1.43087 -5.11004 4.71007 0.034 0.264 0.032
H -6.22687 -5.17039 0.22284 -0.165 -0.202 0.007
C -2.44595 -2.35692 2.17588 0.147 -0.232 0.128
H -2.90229 -4.72876 6.43154 -0.194 0.102 0.045
C -5.90497 -5.28819 1.26099 0.118 0.304 0.030
H 0.42149 2.36740 -2.87614 -0.807 -0.965 -1.413
O -1.55381 -4.18688 4.96611 0.272 -0.008 -0.174
H 3.90817 2.64670 -0.25685 0.036 0.450 -0.347
H 0.83376 0.96875 -6.81149 0.059 -0.147 0.211
H -1.58700 -0.79517 -0.03319 0.457 1.589 0.069
H 2.87858 0.18957 -7.51146 0.093 -0.190 -0.085
H 3.89406 4.38173 1.25169 0.116 0.162 0.117
H -3.01243 -3.04861 5.85192 0.119 -0.081 -0.047
O -5.50553 -1.66502 1.41298 -0.001 0.199 -0.364
H -3.60420 -4.37659 4.82292 -0.161 0.059 0.126
H -3.07142 -1.84826 1.44286 0.111 0.004 0.144
H -0.62385 2.10346 -1.00917 0.513 -1.849 -0.016
H -6.24264 -1.51647 3.32278 0.071 -0.017 -0.161
O 1.23855 0.28567 -6.26114 -0.121 0.128 0.104
H 2.58128 -1.24708 -6.50243 -0.104 0.106 0.006
O 3.93307 3.53634 -0.63211 -0.184 -0.241 -0.194
H -5.26477 -3.46161 1.42273 0.244 -0.102 0.100
H 6.40589 0.43621 3.02874 -0.286 0.092 -0.073
N 1.01827 0.79604 -0.63641 4.105 -0.294 2.428
H 1.16285 6.15754 -2.37724 -0.192 0.065 0.144
H 1.75154 7.49040 -1.35333 0.095 -0.092 -0.071
O 5.67878 0.27667 2.41285 -0.258 0.238 -0.049
C 6.11329 -0.71867 1.49529 0.385 -0.019 0.209
H 6.35512 -1.63764 2.03353 -0.005 -0.078 -0.226
C -1.42272 0.32831 0.06889 -0.316 0.707 0.303
H -5.95048 0.03422 2.49817 -0.116 -0.005 0.142
C 2.10819 -0.46557 -7.09772 -0.071 0.156 -0.218
H -5.58369 -1.17854 0.58179 0.040 -0.240 0.138
H 5.52209 4.05368 0.58078 0.015 0.175 0.126
H -3.02328 -2.52847 3.08646 -0.155 -0.127 -0.204
H -6.75323 -5.13736 1.93399 -0.138 -0.201 -0.090
H 5.30876 -0.91747 0.78851 0.067 -0.063 0.214
H -0.78853 1.97014 -4.29019 1.201 -0.658 1.020
H -1.84569 0.54102 -2.68314 1.758 -0.425 0.607
H 1.53550 -0.92485 -7.90677 0.198 -0.112 -0.047
N 2.95788 0.91954 0.62663 -1.385 -0.631 -1.501
O -1.32133 -1.53785 2.47186 0.491 0.181 0.181
H -0.78749 -2.01407 3.12261 -0.214 0.081 -0.080
H 4.54954 5.40543 -0.05068 -0.069 -0.156 -0.054
H 3.68241 1.11081 1.35110 -1.115 -0.134 -0.120
C -2.84411 -4.08342 5.55170 -0.041 -0.258 -0.075
C 4.50921 4.39135 0.34761 0.091 -0.081 0.131
H -5.50742 -6.29381 1.40269 -0.011 0.107 -0.007
H 6.99183 -0.36087 0.95292 -0.014 -0.191 -0.124
H 0.84073 0.99306 -4.04314 -1.529 1.254 0.250
O 3.21109 6.35003 -2.23027 0.124 -0.108 -0.037
C -0.03848 1.54520 -3.54575 0.954 -0.973 1.182
C 1.92156 6.45469 -1.64849 0.152 -0.215 -0.129
O -4.88605 -4.34604 1.55624 0.053 -0.049 0.020
H -0.35868 -0.59405 -2.74539 -0.559 1.394 0.588
H 1.99474 -0.29475 -2.42992 -0.206 0.876 1.749
H 4.41036 -0.15669 -0.90152 -1.552 0.888 0.995
H 0.98443 1.79066 1.48243 1.130 -1.067 -1.647
H -2.43424 0.87450 -0.07528 1.616 -1.007 0.059
```
Forces are in eV/Å.

The value obtained for the gap between HOMO and LUMO is 8.2 eV. As for the total charge: +1. The energy above the lowest of the compared OMol25 structures with the same formula, charge and spin comes out at 83.2 kcal/mol. The value obtained for the HOMO energy is -11.5 eV.